A structure of composition C56H57N8O5P3S2Ta, computed with the ωB97M-V functional and the def2-TZVPD basis.

Geometry as XYZ:
```
132
Properties=species:S:1:pos:R:3:forces:R:3
Ta -0.85934 -0.67965 -0.17623 0.20 -0.25 0.30
S -0.57054 -4.40672 2.68211 0.01 0.14 -0.04
S 7.56634 -0.10658 -0.68089 -0.04 0.04 0.00
P -2.91211 -0.52633 1.54668 0.16 0.29 -0.08
P 1.08799 1.20460 -0.58035 -0.01 0.35 -0.79
P 1.49291 -0.07802 1.67830 -0.35 0.16 -0.24
O -2.49145 0.03157 -1.03890 0.34 0.05 -0.50
O -0.66837 1.56234 -2.14687 -0.07 0.55 -0.30
O -5.61964 3.69699 -5.08313 -0.02 0.05 -0.03
O 2.81008 -4.11307 -4.27335 0.07 -0.03 0.05
O -7.21286 2.41636 -4.37479 -0.06 -0.01 -0.02
N -6.06719 2.79260 -4.41760 0.08 -0.03 0.05
N -4.51290 -0.78933 3.76831 0.08 0.01 -0.35
N 3.98651 -2.64506 -2.98544 0.03 0.05 0.13
N -0.06812 -1.13309 -2.30203 0.48 0.03 -0.29
N -5.06845 0.98952 2.19114 0.01 -0.08 0.14
N -5.49876 -1.36335 1.61292 0.14 0.02 0.16
N 2.38817 0.71481 0.42619 -0.16 -0.44 0.31
N -1.45226 -2.81627 -0.83621 -0.28 -0.47 -0.08
C 2.51631 -2.62733 2.32046 0.06 -0.06 -0.19
C -5.92370 0.03387 1.48783 -0.23 0.09 -0.09
C 3.68506 2.58776 -4.17087 -0.02 0.01 0.00
C -2.88381 1.81839 -2.70126 0.18 0.14 0.13
C 2.89395 -3.08080 -3.65467 -0.15 -0.05 -0.09
C -0.61062 -2.05094 1.52375 -0.03 -0.39 0.91
C -1.17302 -3.84984 0.00055 0.25 0.15 0.15
C -4.96880 0.58779 3.59740 -0.03 0.11 0.00
C 1.13541 -1.73808 -2.39176 -0.28 -0.21 0.26
C 4.81930 -1.57660 3.46140 0.02 -0.01 -0.05
C -5.10026 2.06811 -3.56067 0.02 0.02 0.01
C 3.95982 2.96067 -2.86411 0.00 -0.03 0.01
C 2.59212 1.77319 -4.43106 0.06 0.02 0.02
C -1.99379 -3.15842 -2.02420 -0.32 0.09 -0.10
C -4.61598 0.28786 -2.03371 -0.21 -0.07 -0.11
C 3.47231 -3.47305 2.86119 0.03 0.00 -0.02
C 1.82339 1.45274 4.06125 0.07 0.03 -0.02
C 4.87633 0.40019 -0.02553 0.00 0.03 0.03
C -0.74382 -3.39916 1.30467 -0.22 -0.23 -0.42
C -3.29431 0.70185 -1.91814 -0.05 0.08 0.03
C 4.61442 -2.94987 3.44908 0.01 0.01 -0.02
C 3.15110 2.51625 -1.82926 -0.09 0.07 -0.05
C -0.73696 -0.93026 -3.45122 0.18 0.02 0.19
C -3.76897 1.12185 1.56027 -0.23 -0.16 -0.15
C 0.99277 4.68822 1.52902 0.04 0.00 -0.02
C 0.03517 2.72155 5.05526 -0.03 0.02 0.01
C 1.34924 2.28117 5.06937 -0.02 -0.04 -0.03
C 2.69360 -1.24653 2.36201 -0.04 -0.04 0.11
C -1.28288 4.25796 0.90469 0.02 -0.01 0.04
C -0.33124 1.50363 3.02862 -0.07 -0.01 -0.16
C 1.77183 1.34576 -3.39787 0.01 -0.24 0.02
C -0.88944 3.08428 0.28340 -0.03 -0.13 0.00
C -2.20007 -4.45200 -2.44272 0.02 0.08 0.02
C 0.45575 2.70804 0.24663 0.27 0.10 0.02
C -3.79780 2.50484 -3.50124 -0.05 -0.19 0.03
C -5.51597 0.95938 -2.84846 0.03 0.04 -0.03
C -0.26079 -1.33015 -4.68448 -0.05 -0.11 0.00
C -0.81407 2.32507 4.02878 0.08 0.03 0.06
C -0.33906 5.07232 1.51567 -0.03 0.00 0.02
C -0.37959 -1.87391 2.94166 0.08 0.03 -0.06
C 5.80946 -0.22845 -1.05780 -0.11 0.02 -0.11
C 3.87336 -0.72933 2.90918 -0.01 0.02 0.08
C 2.03948 1.70508 -2.07867 0.08 0.31 0.12
C 7.80376 1.65955 -0.95166 0.07 0.07 -0.05
C -4.25593 -1.64707 0.92289 -0.02 0.02 -0.14
C -3.12975 -0.96136 3.34533 0.03 0.16 0.32
C 1.38648 3.51613 0.90241 0.00 -0.03 0.06
C -1.82619 -5.49518 -1.60645 0.01 0.00 0.04
C 0.99236 1.06944 3.00648 0.22 -0.02 0.18
C -1.49234 2.24588 -2.73496 -0.24 -0.70 0.34
C 1.65556 -2.21335 -3.57749 0.15 0.01 -0.03
C 0.93762 -2.01722 -4.75035 -0.08 0.05 -0.02
C -1.31850 -5.18000 -0.36185 -0.06 -0.04 -0.07
C -0.33096 -3.02467 3.65865 -0.07 -0.05 -0.09
C 3.45786 -0.11522 -0.23620 0.12 0.26 -0.07
C -5.40943 -1.68617 3.04208 -0.05 -0.09 -0.02
H -4.37014 -1.54111 -0.15350 0.05 -0.03 0.17
H -5.06882 -2.71597 3.15886 0.00 0.00 0.01
H -1.84350 2.66108 4.01839 0.00 -0.01 -0.01
H -0.64172 5.99473 1.99299 -0.01 0.00 0.00
H -1.19406 3.13010 -3.31464 -0.09 0.07 0.03
H -3.94273 -2.67866 1.10855 -0.03 0.00 0.10
H 0.93471 0.71314 -3.64586 0.05 0.17 0.03
H 3.39793 2.80936 -0.82115 -0.02 0.07 0.01
H -1.00017 1.18633 2.23484 0.01 0.04 -0.01
H -2.32861 4.53827 0.91371 0.00 -0.01 -0.01
H -1.69754 -0.45477 -3.38189 -0.14 0.17 0.06
H 5.25323 0.16639 0.96616 -0.07 -0.04 0.10
H -1.94965 -6.52557 -1.91205 0.02 0.00 0.01
H 3.32639 -4.54411 2.81896 -0.01 -0.01 0.00
H -0.25526 -0.92228 3.43380 -0.05 -0.03 0.02
H 4.87915 1.48612 -0.12532 0.08 -0.04 0.03
H -1.66201 2.46051 -0.14293 -0.02 -0.07 -0.15
H 4.83381 -3.18542 -3.09123 -0.01 0.00 -0.04
H -0.15230 -3.13138 4.71763 0.01 -0.01 0.01
H 7.44608 1.94758 -1.94056 -0.01 -0.02 -0.01
H -6.92531 0.10791 1.91178 0.00 0.00 -0.01
H 5.59901 -1.29930 -1.13664 0.10 -0.03 0.09
H -6.40907 -1.60360 3.46796 0.02 0.02 0.03
H -0.85451 -1.14361 -5.56884 0.01 0.02 0.00
H -2.48734 -0.32714 3.96201 0.02 -0.05 -0.04
H 2.00927 2.56775 5.87661 0.01 0.01 0.00
H -2.83082 -1.99735 3.49514 0.00 -0.02 -0.01
H 5.62404 0.21500 -2.04481 0.00 -0.03 0.00
H 1.65095 -3.05801 1.83674 0.04 0.04 0.05
H 1.65672 -1.92736 -1.45555 0.05 0.05 0.00
H 4.06799 0.33443 2.89412 0.04 -0.04 -0.03
H -0.33255 3.35986 5.84751 0.01 0.01 0.00
H 2.42314 3.21596 0.95912 0.02 -0.01 0.00
H 5.35681 -3.60954 3.87716 0.00 -0.01 0.01
H -6.54351 0.62984 -2.92708 0.00 0.02 -0.02
H -4.28908 1.26421 4.11848 0.00 -0.01 0.01
H -3.14927 1.84583 2.09544 -0.03 -0.03 0.05
H -2.31727 -2.36550 -2.67365 -0.01 0.16 0.06
H -1.04080 -5.95888 0.33513 0.01 0.03 0.03
H 1.73002 5.30276 2.02779 0.01 0.00 -0.01
H -2.64360 -4.62754 -3.41187 -0.02 -0.02 0.01
H -3.48494 3.35953 -4.08791 -0.03 0.01 -0.01
H -3.90174 1.48650 0.53972 0.05 0.00 0.00
H 8.87628 1.84132 -0.91951 0.00 -0.02 0.02
H 4.09342 -1.66494 -2.78174 0.03 0.00 -0.02
H 3.26532 -0.08885 -1.30806 -0.04 -0.04 -0.03
H -4.97721 -0.57535 -1.49701 0.08 0.06 -0.04
H 3.37444 -1.15844 0.07623 0.07 0.03 0.02
H 4.80655 3.59808 -2.64609 -0.01 0.02 0.01
H 4.31231 2.93523 -4.98055 0.01 -0.01 0.00
H -5.98548 0.31570 0.43642 0.02 -0.02 -0.01
H 5.72365 -1.16495 3.88902 0.00 0.01 0.00
H 7.33225 2.27395 -0.18640 -0.03 -0.04 0.03
H 2.37046 1.47604 -5.44819 -0.01 0.00 0.01
H 1.31715 -2.41761 -5.68210 0.00 0.00 0.00
H -5.95820 0.68529 4.04370 0.01 -0.03 0.03
H 2.84035 1.10325 4.12795 -0.02 0.04 0.02
```
Forces are in eV/Å.

Results
- total charge = +3
- calculated total energy (Ha) = -4858.93498
- energy above the lowest of the compared OMol25 structures with the same formula, charge and spin (kcal/mol) = 89.0
- frontier orbital gap (eV) = 4.949
- strongest force on any atom (hartree/bohr) = 0.01930